{
  "formula": "C33H38CuN2O4P2S",
  "method": "ωB97M-V/def2-TZVPD",
  "gap_ev": [7.59, 7.14],
  "spin_multiplicity": 2,
  "s2": 0.754,
  "e_tot_ev": -120060.245,
  "max_force_ev_per_a": 0.481,
  "de_lowest_ev": 0.0000,
  "e_lumo_ev": [0.5185, 0.1505],
  "species": ["Cu", "C", "O", "C", "C", "C", "C", "C", "C", "N", "N", "C", "O", "C", "C", "C", "C", "C", "C", "C", "O", "H", "H", "H", "H", "H", "H", "H", "H", "H", "H", "H", "H", "C", "P", "C", "C", "C", "P", "C", "C", "H", "H", "H", "H", "H", "H", "H", "H", "H", "H", "H", "H", "H", "H", "H", "H", "O", "S", "C", "C", "C", "C", "C", "C", "C", "C", "C", "C", "C", "C", "H", "H", "H", "H", "H", "H", "H", "H", "H", "H"],
  "positions_angstrom": [[0.049, 1.664, 1.045], [-1.314, 5.968, 2.852], [-0.047, 6.133, 2.228], [0.953, 5.359, 2.771], [1.966, 5.981, 3.463], [3.001, 5.240, 4.042], [2.972, 3.870, 3.930], [1.962, 3.212, 3.211], [1.981, 1.763, 3.204], [1.218, 1.039, 2.479], [1.277, -0.337, 2.634], [0.263, -0.876, 1.999], [-0.614, -0.264, 1.304], [0.131, -2.361, 2.122], [-1.134, -2.937, 2.061], [-1.286, -4.309, 2.193], [-0.171, -5.120, 2.361], [1.094, -4.550, 2.408], [1.244, -3.175, 2.299], [0.937, 3.954, 2.571], [-0.014, 3.442, 1.842], [-1.924, 6.817, 2.549], [-1.787, 5.032, 2.549], [-1.209, 5.970, 3.940], [1.931, 7.059, 3.553], [3.790, 5.736, 4.588], [3.739, 3.268, 4.405], [2.668, 1.249, 3.877], [-1.989, -2.290, 1.917], [-2.276, -4.749, 2.170], [-0.288, -6.192, 2.460], [1.966, -5.178, 2.539], [2.222, -2.716, 2.356], [3.322, 2.050, -0.285], [1.809, 1.115, -0.728], [2.500, -0.525, -1.178], [1.314, 1.950, -2.308], [-0.210, 2.154, -2.443], [-1.046, 2.632, -0.876], [-1.086, 4.446, -0.959], [-2.777, 2.120, -1.153], [4.083, 2.027, -1.068], [3.735, 1.616, 0.628], [3.059, 3.086, -0.066], [2.576, -0.654, -2.258], [1.870, -1.319, -0.780], [3.491, -0.625, -0.737], [1.688, 1.384, -3.164], [1.824, 2.917, -2.322], [-0.673, 1.215, -2.740], [-0.436, 2.903, -3.207], [-1.725, 4.777, -1.780], [-0.077, 4.832, -1.109], [-1.440, 4.845, -0.011], [-3.129, 2.401, -2.148], [-3.416, 2.591, -0.405], [-2.841, 1.039, -1.040], [-0.867, -0.756, -1.962], [-1.114, -2.028, -1.214], [0.014, -3.237, -1.902], [0.446, -3.119, -3.214], [1.352, -4.043, -3.705], [1.819, -5.065, -2.885], [1.389, -5.161, -1.571], [0.483, -4.237, -1.067], [-2.610, -2.723, -1.910], [-3.221, -3.774, -1.244], [-4.382, -4.320, -1.770], [-4.924, -3.803, -2.939], [-4.310, -2.737, -3.584], [-3.146, -2.189, -3.069], [0.084, -2.301, -3.824], [1.699, -3.967, -4.727], [2.530, -5.782, -3.273], [1.766, -5.947, -0.930], [0.160, -4.283, -0.034], [-2.789, -4.161, -0.329], [-4.869, -5.143, -1.263], [-5.834, -4.226, -3.344], [-4.743, -2.332, -4.489], [-2.658, -1.345, -3.539]],
  "forces_ev_per_a": [[-0.099, 0.247, -0.283], [-0.007, -0.070, 0.022], [0.052, 0.085, -0.082], [0.038, 0.082, 0.083], [-0.027, -0.046, -0.002], [-0.010, -0.022, 0.002], [-0.009, 0.036, 0.002], [0.106, -0.096, -0.003], [-0.041, 0.039, -0.021], [0.126, 0.006, 0.097], [-0.033, 0.087, 0.004], [0.055, -0.286, -0.044], [-0.195, 0.168, -0.111], [0.043, 0.012, 0.054], [-0.018, 0.016, 0.019], [-0.024, -0.007, 0.028], [0.006, -0.026, 0.039], [0.016, -0.026, 0.066], [-0.006, 0.042, 0.030], [-0.134, -0.068, -0.073], [0.072, 0.047, -0.005], [-0.016, -0.034, -0.018], [0.026, 0.000, -0.020], [0.000, 0.046, 0.006], [0.000, 0.014, 0.001], [0.013, 0.003, 0.003], [0.014, -0.005, 0.005], [-0.001, 0.013, 0.006], [-0.009, -0.006, -0.009], [-0.001, 0.001, 0.003], [-0.003, -0.009, -0.002], [0.008, -0.006, -0.002], [0.016, 0.002, -0.002], [0.015, -0.044, -0.056], [0.094, 0.186, 0.133], [-0.079, -0.028, -0.050], [-0.155, 0.051, 0.023], [0.077, -0.157, 0.055], [-0.101, -0.430, 0.190], [-0.008, 0.011, 0.105], [0.073, 0.104, -0.075], [-0.006, -0.007, -0.010], [0.019, 0.001, 0.004], [-0.019, -0.007, 0.006], [0.005, 0.009, -0.002], [-0.023, -0.005, -0.018], [0.012, -0.001, 0.011], [0.008, 0.020, -0.006], [-0.004, -0.005, 0.040], [0.011, -0.012, -0.010], [0.012, 0.000, 0.003], [0.014, 0.010, 0.000], [0.014, -0.036, 0.022], [-0.021, 0.032, 0.022], [0.009, 0.023, 0.010], [0.024, -0.009, 0.016], [0.038, -0.011, -0.019], [0.012, -0.002, -0.038], [0.034, 0.159, -0.028], [0.041, 0.008, 0.029], [0.015, 0.002, -0.015], [0.005, 0.003, -0.008], [0.005, -0.012, 0.002], [-0.003, -0.006, -0.003], [0.004, 0.003, -0.016], [-0.029, -0.012, -0.043], [-0.051, -0.062, -0.047], [0.031, 0.005, 0.044], [-0.018, 0.020, -0.044], [-0.046, -0.044, 0.009], [-0.002, 0.033, 0.059], [-0.015, 0.012, -0.007], [0.005, 0.000, -0.011], [0.009, -0.009, -0.007], [0.007, -0.011, 0.015], [0.000, -0.010, -0.074], [0.009, -0.012, 0.013], [-0.003, -0.007, 0.003], [-0.008, -0.005, -0.006], [-0.005, 0.006, -0.011], [0.035, 0.006, -0.004]],
  "lowdin_charge": [0.369, -0.081, -0.111, -0.238, -0.009, -0.101, -0.066, -0.144, -0.067, -0.085, 0.085, -0.496, -0.137, -0.161, -0.058, -0.101, -0.105, -0.095, -0.034, -0.279, -0.170, 0.087, 0.077, 0.096, 0.118, 0.095, 0.106, 0.130, 0.116, 0.102, 0.102, 0.103, 0.109, -0.271, 0.891, -0.232, -0.375, -0.394, 0.874, -0.239, -0.240, 0.046, 0.038, 0.042, 0.042, 0.014, 0.043, 0.079, 0.073, 0.043, 0.086, 0.049, 0.054, 0.029, 0.050, 0.048, 0.030, -0.523, 1.021, -0.367, -0.071, -0.073, -0.079, -0.063, -0.067, -0.359, -0.073, -0.074, -0.083, -0.073, -0.070, 0.113, 0.105, 0.103, 0.107, 0.073, 0.096, 0.106, 0.103, 0.105, 0.107]
}